# 1
# C32H26BErF4N3O3P

C32H26BErF4N3O3P as an isolated structure at a distorted geometry (the ωB97M-V functional and the def2-TZVPD basis, the OMol25 dataset).

## Properties
Highest occupied orbital energy (alpha / beta)   -0.296 / -0.296 hartree
2S+1   4
Total charge   0
Expectation value of S²   3.75

Each line ends with the Löwdin charge.
Positions of all 71 atoms, in Å:
Er1 1.37006 0.67496 1.43220  1.531
O1 0.74546 1.88039 -2.99013  0.030
C1 0.06442 3.07821 -2.83018  -0.240
C2 0.11079 3.89135 -3.94548  -0.018
C3 -0.55301 5.07012 -3.86774  -0.107
C4 -1.18651 5.53124 -2.73878  -0.096
C5 -1.14357 4.74203 -1.59312  -0.007
C6 -0.49981 3.46882 -1.61063  -0.079
C7 -0.23295 2.70268 -0.36944  -0.353
O2 0.64326 1.63075 -0.37158  -0.314
N1 -0.85985 3.03344 0.70816  0.093
N2 -0.57976 2.13554 1.80476  -0.051
C8 -1.47061 2.08042 2.73736  -0.096
C9 -1.47022 1.21426 3.83773  -0.135
C10 -2.46733 1.41001 4.92093  -0.002
C11 -2.59638 0.47228 5.91943  -0.100
C12 -1.70578 -0.60525 5.98510  -0.072
C13 -0.73796 -0.79422 5.03833  -0.013
C14 -0.64592 0.09128 3.96266  -0.345
O3 0.29157 -0.20075 3.07348  -0.249
H1 0.72345 1.47697 -2.11241  0.027
H2 0.64724 3.56678 -4.80180  0.115
H3 -0.63762 5.77772 -4.72961  0.123
H4 -1.68564 6.48504 -2.74539  0.098
H5 -1.52794 5.03168 -0.60010  0.114
H6 -2.22846 2.83823 2.73018  0.124
H7 -3.07552 2.27020 4.82668  0.092
H8 -3.28541 0.70282 6.69685  0.090
H9 -1.79006 -1.36470 6.78039  0.116
H10 -0.09531 -1.63216 5.01307  0.109
N3 2.85612 0.14504 -0.87111  0.038
C15 2.58155 -0.82248 -1.89615  -0.311
C16 3.42072 -0.95208 -3.00432  -0.025
C17 3.17143 -1.81142 -4.03307  -0.056
C18 2.05273 -2.67840 -3.97892  -0.074
C19 1.21686 -2.60146 -2.89523  -0.076
C20 1.48181 -1.64829 -1.85373  -0.310
P1 0.43638 -1.59062 -0.37387  1.079
C21 0.08196 -3.33636 0.10180  -0.345
C22 -1.21215 -3.81057 0.22260  -0.092
C23 -1.39486 -4.98124 0.93215  -0.105
C24 -0.38161 -5.78366 1.35273  -0.113
C25 0.91640 -5.38434 1.15175  -0.090
C26 1.15177 -4.18589 0.46997  -0.089
C27 -1.09473 -0.82715 -0.92485  -0.397
C28 -1.35354 -0.41345 -2.23886  -0.088
C29 -2.46614 0.37157 -2.49737  -0.062
C30 -3.41041 0.67158 -1.46592  -0.065
C31 -3.16741 0.24218 -0.17279  -0.064
C32 -1.98158 -0.49385 0.10059  -0.111
H11 3.80318 0.08074 -0.62768  0.061
H12 2.71598 1.11352 -1.28111  0.128
H13 4.32573 -0.38355 -2.96725  0.115
H14 3.77481 -1.94464 -4.90479  0.101
H15 1.78628 -3.24572 -4.85575  0.103
H16 0.30504 -3.26692 -2.85314  0.135
H17 -2.10890 -3.35095 -0.23064  0.120
H18 -2.41953 -5.36879 1.11711  0.120
H19 -0.56544 -6.73602 1.87515  0.116
H20 1.84599 -6.03764 1.25886  0.132
H21 2.18200 -3.83744 0.44613  0.107
H22 -0.66114 -0.62238 -3.08682  0.118
H23 -2.72353 0.70774 -3.52680  0.120
H24 -4.27791 1.27658 -1.64133  0.097
H25 -3.82623 0.53641 0.62732  0.103
H26 -1.77946 -0.90099 1.10015  0.106
F1 4.87346 1.24118 1.08835  0.123
B1 4.16538 1.00458 2.27770  -1.132
F2 3.44693 -0.20447 2.15824  0.062
F3 5.03585 1.11912 3.35368  0.161
F4 3.07561 2.05039 2.38627  -0.027

# 2
# C32H26Br2FeN5OPS6

C32H26Br2FeN5OPS6 as an isolated structure (the ωB97M-V functional and the def2-TZVPD basis, the OMol25 dataset).

## Properties
Highest occupied orbital energy (alpha / beta)   -0.112 / -0.153 hartree
2S+1   6
Total charge   -1
Expectation value of S²   8.79

Each line ends with the Löwdin charge.
Positions of all 74 atoms, in Å:
Fe1 -0.78746 1.20898 0.37664  0.409
S1 0.78399 0.98376 4.82403  1.132
C1 -0.43266 -0.22165 4.60243  -0.459
C2 -1.00596 -1.06023 5.55695  -0.094
C3 -1.95221 -1.96836 5.13256  -0.091
C4 -2.32144 -2.04037 3.78302  -0.073
C5 -1.75494 -1.20709 2.84337  -0.079
C6 -0.79808 -0.27961 3.25761  -0.296
N1 -0.12113 0.62668 2.44081  0.049
C7 0.72402 1.33639 3.12188  -0.481
C8 1.59737 2.37707 2.56493  -0.186
C9 2.04212 3.43192 3.35994  -0.047
C10 2.81831 4.44649 2.83353  -0.075
C11 3.14763 4.42094 1.48333  -0.056
C12 2.73111 3.37891 0.67576  -0.010
C13 1.97733 2.35545 1.22567  -0.297
H1 -0.71374 -1.00206 6.59690  0.104
H2 -2.41670 -2.63077 5.85134  0.100
H3 -3.07302 -2.75435 3.47286  0.105
H4 -2.05465 -1.25553 1.80702  0.037
H5 1.74306 3.47449 4.39987  0.094
H6 3.14284 5.26249 3.46411  0.102
H7 3.72693 5.22555 1.04946  0.108
H8 2.97363 3.35185 -0.37758  0.132
S2 -6.36319 5.80925 0.25447  0.429
C14 -5.08290 4.76469 0.41689  -1.542
S3 -3.43966 5.25891 0.48480  0.877
C15 -2.69400 3.68533 0.62761  -1.153
C16 -3.55245 2.64363 0.62690  -1.142
S4 -3.13335 0.95119 0.76878  0.533
S5 -5.24302 3.05767 0.47928  0.875
S6 -0.95603 3.58702 0.75622  0.577
C17 -2.24176 1.89042 -2.53908  -0.048
C18 -0.84130 1.41522 -2.75037  -0.343
C19 -0.36192 1.17331 -4.01111  -0.059
C20 0.96952 0.77380 -4.22298  -0.074
C21 1.83325 0.70280 -3.12471  -0.225
C22 3.20237 0.35158 -3.17126  -0.632
Br1 3.99409 -0.07458 -4.84316  0.736
C23 4.00378 0.25601 -2.04497  -0.208
C24 3.46366 0.57679 -0.81583  -0.623
Br2 4.48682 0.29811 0.75254  0.796
C25 2.13638 0.99938 -0.73276  -0.288
O1 1.53913 1.28864 0.48497  -0.107
C26 1.28295 1.00555 -1.83230  -0.163
N2 -0.05102 1.27019 -1.63688  0.039
H9 -2.77292 1.93326 -3.48899  0.079
H10 -2.24102 2.88608 -2.08611  0.078
H11 -2.79261 1.24393 -1.85459  0.027
H12 -1.03112 1.29841 -4.85172  0.102
H13 1.33861 0.56450 -5.21575  0.059
H14 5.02752 -0.07885 -2.12180  0.089
C27 0.93412 -4.84579 -1.46874  -0.208
N3 1.22031 -3.58507 -2.13864  -0.146
C28 0.05649 -3.20276 -2.93760  -0.184
N4 -1.19150 -3.14683 -2.17728  -0.147
C29 -1.39278 -4.42178 -1.50325  -0.204
N5 -0.27770 -4.83094 -0.64974  -0.157
C30 -0.12278 -3.92802 0.49340  -0.343
P1 0.21249 -2.14586 0.04798  1.042
C31 1.56678 -2.53556 -1.17696  -0.320
C32 -1.16831 -2.04147 -1.21656  -0.330
H15 1.78494 -5.11612 -0.83885  0.121
H16 0.80787 -5.61620 -2.23449  0.121
H17 -0.06498 -3.94325 -3.73296  0.123
H18 0.23980 -2.22681 -3.39233  0.124
H19 -1.52920 -5.19409 -2.26529  0.121
H20 -2.30107 -4.36464 -0.89889  0.123
H21 0.70600 -4.28780 1.11032  0.081
H22 -1.02205 -3.97404 1.11434  0.075
H23 2.45558 -2.84232 -0.61716  0.089
H24 1.83331 -1.63192 -1.72239  0.062
H25 -1.07742 -1.10282 -1.76244  0.062
H26 -2.12601 -2.00912 -0.68699  0.079

# 3
# C32H26Cl2IrN4O3STe

C32H26Cl2IrN4O3STe as an isolated structure at a distorted geometry (the ωB97M-V functional and the def2-TZVPD basis, the OMol25 dataset).

## Properties
Highest occupied orbital energy (alpha / beta)   -0.483 / -0.510 hartree
2S+1   2
Total charge   +2
Expectation value of S²   1.04

Each line ends with the Löwdin charge.
Positions of all 70 atoms, in Å:
Ir1 0.80194 -0.96230 0.30407  1.149
Cl1 5.93740 -2.96337 -4.24506  0.801
C1 5.08301 -2.18463 -3.00355  -0.646
C2 3.80803 -2.59035 -2.66423  -0.012
C3 3.06403 -1.92748 -1.68133  -0.162
N1 1.77839 -2.19399 -1.35701  0.051
C4 0.98124 -3.00548 -2.11378  -0.415
O1 1.32952 -3.62435 -3.09806  0.115
C5 -0.43522 -3.09505 -1.63896  -0.174
C6 -1.29204 -3.95802 -2.31759  0.050
C7 -2.60351 -4.06648 -1.89155  0.005
C8 -3.01363 -3.29771 -0.81090  -0.009
C9 -2.09141 -2.46884 -0.19177  -0.172
N2 -0.83037 -2.36720 -0.59677  -0.024
C10 3.68339 -0.82183 -0.96800  -0.164
C11 4.99676 -0.46296 -1.30037  -0.013
C12 5.68919 -1.09816 -2.30887  -0.646
Cl2 7.25861 -0.59778 -2.72583  0.796
N3 2.92777 -0.21636 -0.02820  0.049
C13 3.26593 0.99917 0.49245  -0.418
O2 4.18649 1.70316 0.12921  0.118
C14 2.35678 1.46566 1.58673  -0.186
C15 2.69776 2.63530 2.26068  0.052
C16 1.82956 3.13690 3.21231  0.007
C17 0.65175 2.44479 3.45709  -0.017
C18 0.41500 1.26047 2.77724  -0.200
N4 1.24790 0.78035 1.85980  -0.041
H1 3.36244 -3.42421 -3.18602  0.110
H2 -0.90520 -4.51217 -3.16058  0.137
H3 -3.28455 -4.73241 -2.39619  0.129
H4 -4.02852 -3.33967 -0.44845  0.123
H5 -2.38888 -1.86730 0.65963  0.084
H6 5.46221 0.35265 -0.76697  0.112
H7 3.62453 3.12162 2.00133  0.136
H8 2.06156 4.04602 3.74350  0.130
H9 -0.07117 2.81759 4.16338  0.124
H10 -0.48080 0.67996 2.97887  0.075
C19 -0.19951 -4.37506 2.41434  -0.346
Te1 -0.12585 -2.24056 2.70849  1.350
C20 1.62137 -2.24567 3.95400  -0.363
H11 -0.75799 -4.82184 3.23411  0.022
H12 0.80899 -4.77807 2.40073  0.025
H13 -0.70249 -4.59586 1.47793  0.000
H14 2.42049 -2.78847 3.45783  0.023
H15 1.38479 -2.71938 4.90295  0.024
H16 1.92136 -1.21592 4.12161  0.002
O3 -0.29831 0.83014 -0.70885  -0.626
S1 -0.72835 2.10590 -0.02631  1.045
C21 -1.25964 3.24755 -1.32936  -0.361
C22 -1.83576 2.78962 -2.49905  -0.066
C23 -2.35732 3.71611 -3.38692  -0.045
C24 -2.26875 5.07153 -3.11373  -0.046
C25 -1.64876 5.51485 -1.95696  -0.051
C26 -1.13433 4.59989 -1.05281  -0.078
C27 -2.39269 1.66349 0.54350  -0.356
C28 -3.12292 0.74113 -0.18455  -0.095
C29 -4.39107 0.39342 0.24680  -0.059
C30 -4.91155 0.96857 1.39499  -0.049
C31 -4.16489 1.87770 2.12609  -0.050
C32 -2.89449 2.22914 1.70174  -0.078
H17 -1.86508 1.73400 -2.71938  0.108
H18 -2.83851 3.37742 -4.28969  0.117
H19 -2.67614 5.78667 -3.81077  0.118
H20 -1.56742 6.57113 -1.75696  0.117
H21 -0.64430 4.93673 -0.15212  0.109
H22 -2.69720 0.30291 -1.07460  0.101
H23 -4.97004 -0.30520 -0.33581  0.114
H24 -5.90533 0.70508 1.71557  0.116
H25 -4.57836 2.32612 3.01292  0.116
H26 -2.29583 2.93133 2.25804  0.107

In the order shown, the computed M values come out to 785.62; 935.62; 937.38 g/mol.